[1]
137
Properties=species:S:1:pos:R:3:forces:R:3 method="wB97M-V/def2-TZVPD" gap_ev=6.58 charge=-1 e_tot_ev=-475682.1296
C 2.382 -4.904 1.637 0.40 0.09 -0.06
C 2.379 -4.142 0.302 -0.18 -0.41 0.47
C 1.262 -4.469 -0.689 0.46 0.32 0.17
I -0.607 -4.726 0.412 -0.02 -0.17 0.07
P 1.142 -3.176 -2.142 -0.05 -0.52 -0.37
S 2.084 -4.738 -3.604 0.21 0.08 -0.11
C -0.634 -3.628 -2.631 0.13 0.25 -0.62
C -1.005 -2.843 -3.872 -0.11 0.05 0.21
O -2.377 -3.092 -4.274 0.22 0.00 -0.11
C -3.304 -2.359 -3.554 -0.13 -0.21 -0.09
C -3.430 -0.905 -4.008 0.04 0.14 0.09
F -2.887 -0.662 -5.199 0.12 -0.10 -0.36
F -2.880 -0.038 -3.149 0.32 0.20 0.35
F -4.728 -0.544 -4.090 -0.51 -0.01 -0.06
O 0.654 -1.925 -1.111 0.04 0.21 0.18
C 1.546 -0.845 -1.009 -0.47 -0.56 0.45
C 1.540 -0.229 0.426 -0.89 -0.09 -0.51
Br 0.189 -1.043 1.578 -0.02 -0.04 0.25
C 1.323 1.279 0.354 -0.01 0.10 0.66
C 1.633 1.995 1.678 -0.13 -0.53 -0.45
Br -0.549 1.711 -0.143 0.14 0.11 -0.37
C 2.939 -1.361 -1.512 -0.17 1.14 -1.03
C 3.238 -0.605 -2.851 0.20 0.04 0.19
O 3.590 0.754 -2.607 -0.05 0.07 0.07
C 3.306 1.577 -3.714 0.04 -0.14 -0.05
B 4.226 -1.038 -0.641 0.02 -0.85 0.23
N 5.342 -1.946 -0.694 0.07 0.86 0.16
O 4.292 0.086 0.167 -0.26 -0.04 -0.21
O 2.812 -2.707 -1.874 0.07 -0.10 0.39
H 3.411 -4.937 2.010 0.00 0.01 0.04
H 2.051 -5.937 1.526 -0.12 0.01 0.05
H 1.791 -4.395 2.397 -0.21 -0.17 -0.05
H 3.311 -4.400 -0.202 -0.01 0.37 -0.18
H 2.363 -3.078 0.532 0.17 0.06 -0.10
H 1.480 -5.453 -1.096 -0.40 -0.05 -0.05
H 1.202 -2.338 -3.298 -0.04 0.12 0.05
H 1.277 -5.800 -3.502 -0.18 -0.04 0.09
H -1.345 -3.356 -1.856 0.11 -0.17 0.18
H -0.709 -4.685 -2.887 -0.11 -0.07 0.35
H -0.385 -3.125 -4.722 -0.04 0.03 -0.01
H -0.885 -1.772 -3.676 0.07 0.01 -0.14
H -4.278 -2.823 -3.701 0.07 0.11 -0.09
H -3.111 -2.347 -2.476 0.07 0.03 0.04
H 1.152 -0.057 -1.660 0.29 0.13 -0.14
H 2.432 -0.429 0.996 0.19 0.10 -0.15
H 1.870 1.684 -0.494 0.26 -0.08 0.09
H 0.707 2.110 2.236 0.11 0.13 0.11
H 2.109 2.957 1.510 -0.07 0.08 0.04
H 2.290 1.350 2.264 0.15 0.18 0.02
H 4.076 -1.108 -3.350 -0.06 -0.08 -0.09
H 2.363 -0.648 -3.500 -0.07 -0.11 -0.01
H 3.609 1.100 -4.654 0.02 -0.01 -0.01
H 3.868 2.502 -3.608 -0.04 0.10 0.11
H 2.233 1.795 -3.770 0.00 0.04 -0.04
H 5.803 -2.041 -1.590 -0.20 -0.58 0.06
H 6.021 -1.756 0.033 0.27 0.02 -0.21
H 5.191 0.410 0.142 0.35 0.15 0.36
Cl 8.298 -0.291 -1.947 0.02 -0.01 -0.01
C 9.315 -1.753 -2.072 0.07 0.02 0.00
C 8.975 -2.560 -3.298 0.02 -0.03 -0.02
Cl 7.370 -3.316 -3.164 0.02 -0.04 -0.11
H 9.177 -2.335 -1.165 -0.07 0.02 0.01
H 10.348 -1.415 -2.117 0.00 0.00 -0.03
H 9.697 -3.365 -3.423 0.02 0.00 0.05
H 8.985 -1.938 -4.190 -0.06 0.01 0.00
Cl -7.783 -7.038 -1.935 -0.01 0.04 0.03
C -7.888 -5.670 -3.075 -0.11 0.00 -0.06
C -6.532 -5.201 -3.535 0.05 0.03 -0.07
Cl -5.611 -4.430 -2.220 -0.16 -0.15 0.18
H -8.436 -4.870 -2.584 0.00 -0.01 0.04
H -8.468 -6.014 -3.929 0.03 -0.02 -0.02
H -6.652 -4.458 -4.322 -0.02 0.02 0.02
H -5.934 -6.023 -3.920 0.02 -0.02 0.05
Cl 3.748 4.891 -0.857 -0.08 -0.04 -0.01
C 5.252 5.533 -0.154 0.16 -0.07 -0.03
C 6.086 4.467 0.508 0.03 -0.06 -0.06
Cl 5.321 3.824 1.981 0.10 -0.18 -0.07
H 4.967 6.315 0.538 0.03 -0.13 0.10
H 5.819 5.980 -0.970 0.00 -0.02 -0.01
H 7.043 4.895 0.802 0.01 0.01 0.02
H 6.267 3.633 -0.164 -0.03 -0.05 -0.01
Cl -11.101 -3.231 -1.011 0.00 0.00 -0.06
C -9.664 -2.405 -0.348 0.06 0.07 -0.03
C -8.923 -3.268 0.638 0.12 -0.02 -0.01
Cl -9.852 -3.515 2.143 -0.03 -0.02 -0.02
H -9.997 -1.476 0.106 -0.05 -0.02 0.03
H -9.015 -2.169 -1.189 0.02 -0.05 -0.01
H -7.990 -2.780 0.915 -0.01 0.02 0.02
H -8.693 -4.246 0.223 -0.04 -0.02 0.02
Cl 3.865 8.466 0.076 -0.13 0.37 -0.05
C 2.626 8.651 -1.191 0.01 -0.10 -0.10
C 1.533 9.599 -0.774 -0.03 0.04 -0.03
Cl 0.538 8.938 0.550 0.01 0.02 0.01
H 2.239 7.659 -1.411 -0.01 -0.02 0.06
H 3.126 9.035 -2.079 0.01 0.04 0.02
H 0.867 9.778 -1.616 -0.02 -0.04 0.00
H 1.941 10.548 -0.438 0.01 -0.01 0.04
Cl -3.475 2.205 3.902 -0.05 0.00 0.07
C -3.280 1.212 2.426 0.08 -0.01 -0.15
C -3.787 -0.195 2.606 0.04 0.01 -0.14
Cl -2.764 -1.125 3.721 -0.04 -0.10 0.16
H -2.224 1.217 2.163 -0.02 -0.01 0.04
H -3.841 1.708 1.636 -0.02 0.02 0.02
H -3.747 -0.700 1.641 0.05 -0.01 -0.01
H -4.808 -0.220 2.980 0.01 0.04 0.05
Cl -1.618 5.670 7.328 0.02 0.03 0.01
C -3.324 5.152 7.348 -0.07 -0.06 0.05
C -3.970 5.262 5.992 0.00 -0.06 -0.07
Cl -4.176 6.960 5.481 0.01 0.00 0.00
H -3.844 5.759 8.084 0.03 0.04 0.00
H -3.339 4.113 7.670 0.04 -0.01 -0.03
H -4.963 4.816 6.023 -0.01 0.01 0.02
H -3.383 4.754 5.232 0.03 0.04 -0.03
Cl 3.572 6.434 2.995 -0.12 -0.11 0.19
C 1.872 6.679 3.477 -0.09 0.19 -0.13
C 1.428 5.788 4.604 -0.15 -0.01 0.24
Cl 1.227 4.070 4.167 0.17 0.23 -0.03
H 1.254 6.550 2.592 0.04 -0.06 -0.03
H 1.800 7.716 3.803 -0.06 -0.01 0.01
H 0.447 6.123 4.939 0.00 0.05 0.02
H 2.119 5.843 5.442 0.04 -0.05 -0.01
Cl -14.455 -6.607 0.085 -0.01 0.02 -0.01
C -13.717 -5.204 0.905 0.08 -0.03 -0.01
C -14.673 -4.533 1.854 0.04 0.02 0.09
Cl -16.009 -3.711 1.003 -0.01 -0.01 0.00
H -13.369 -4.515 0.142 -0.03 0.00 -0.04
H -12.854 -5.574 1.457 -0.01 0.00 0.02
H -14.140 -3.772 2.422 0.01 0.02 -0.03
H -15.112 -5.247 2.545 -0.04 -0.01 -0.03
Cl 10.646 -1.151 1.286 0.00 0.00 -0.02
C 11.042 0.444 1.980 0.08 0.02 0.02
C 9.824 1.163 2.497 -0.06 0.07 0.09
Cl 8.735 1.681 1.187 0.00 -0.01 -0.02
H 11.545 1.024 1.211 -0.03 -0.02 -0.04
H 11.734 0.268 2.801 -0.01 -0.02 0.02
H 10.135 2.062 3.026 0.02 0.01 -0.01
H 9.251 0.537 3.176 -0.02 -0.03 -0.03

[2]
122
Properties=species:S:1:pos:R:3:forces:R:3 method="wB97M-V/def2-TZVPD" gap_ev=1.40 charge=+1 e_tot_ev=-89680.7632
C 6.618 -2.003 -1.387 0.61 0.30 0.78
C 5.405 -1.142 -0.794 -0.50 -0.66 0.03
Si 4.716 0.163 -2.030 0.55 -0.30 0.02
C 5.652 1.822 -1.989 0.99 0.23 0.45
C 7.206 1.591 -2.373 0.18 0.56 0.74
C 7.621 2.179 -3.790 -0.49 0.04 -0.06
C 7.591 1.140 -4.997 -0.61 0.85 -0.68
N 7.840 -0.271 -4.616 0.59 -0.47 -0.73
C 9.213 -0.513 -4.111 1.08 -0.03 0.99
C 7.432 -1.211 -5.647 -0.76 -0.78 -2.19
C 5.864 -1.544 -5.715 0.87 1.46 0.84
O 8.163 -1.740 -6.489 -0.85 1.10 2.42
O 2.995 0.269 -1.726 10.43 6.68 -1.23
Si 2.462 1.902 -1.335 -2.00 2.01 0.12
C 3.143 2.600 0.308 0.27 0.91 0.37
C 3.602 4.121 -0.001 -0.87 -0.50 0.21
C 3.943 4.946 1.308 0.14 0.48 -0.90
O 5.100 4.500 2.029 -0.22 0.23 -0.62
C 6.273 4.439 1.197 0.55 -0.55 -0.59
N 0.653 1.933 -1.413 1.53 -1.26 -1.77
C 0.228 1.374 -2.595 -1.08 1.38 -0.63
C 0.902 1.697 -4.058 -0.90 -1.39 0.76
C -1.068 0.329 -2.629 0.05 1.85 -1.00
H 6.526 -3.102 -1.096 0.01 1.46 -0.59
H 7.588 -1.646 -0.904 -1.16 -0.43 -0.76
H 6.731 -1.878 -2.508 -0.21 -0.29 1.28
H 5.634 -0.657 0.206 -0.11 -0.70 -1.12
H 4.552 -1.885 -0.606 0.94 1.10 -0.14
H 4.924 -0.395 -3.388 -0.31 0.01 0.16
H 5.254 2.618 -2.685 0.16 -0.83 1.05
H 5.662 2.168 -0.898 -0.27 -0.11 -1.54
H 7.819 2.165 -1.597 -0.81 -0.82 -1.00
H 7.456 0.500 -2.215 0.01 1.17 -0.54
H 6.855 2.990 -4.047 1.09 -0.99 0.28
H 8.617 2.731 -3.739 -1.18 -1.02 0.04
H 6.564 1.194 -5.491 1.29 -0.16 0.68
H 8.331 1.497 -5.797 -0.84 -0.53 1.00
H 9.145 -1.094 -3.130 0.11 0.67 -1.25
H 9.758 0.460 -3.859 -0.92 -1.19 -0.45
H 9.885 -1.094 -4.806 -0.95 0.65 0.49
H 5.336 -0.561 -5.473 0.40 -1.45 -0.43
H 5.650 -2.242 -4.854 0.09 0.56 -1.09
H 5.556 -1.935 -6.725 0.54 0.31 1.25
H 2.937 2.798 -2.412 0.40 -0.29 0.00
H 2.294 2.692 1.065 0.90 -0.46 -0.88
H 3.986 1.978 0.747 -0.95 0.79 -0.38
H 4.427 4.113 -0.778 -0.84 0.22 1.12
H 2.702 4.627 -0.494 1.21 -0.51 0.65
H 3.051 4.921 2.022 1.06 0.06 -0.94
H 4.076 6.044 1.032 -0.23 -1.25 0.33
H 6.182 5.098 0.283 0.08 -0.60 1.02
H 6.401 3.364 0.854 -0.04 1.18 0.20
H 7.221 4.725 1.744 -1.40 -0.20 -0.25
H 1.801 0.977 -4.303 -1.31 1.31 0.46
H 0.102 1.450 -4.830 1.10 0.43 0.86
H 1.215 2.780 -4.162 -0.29 -1.37 0.27
H -0.752 -0.776 -2.852 -1.01 1.87 0.19
H -1.699 0.673 -3.509 0.61 -0.59 1.08
H -1.735 0.416 -1.684 1.41 -0.28 -1.45
Li 2.250 4.088 3.587 -1.04 0.87 1.28
O 0.455 5.485 5.231 1.41 -0.98 -1.42
P -0.453 5.883 6.411 -0.21 0.44 -0.46
O -1.855 6.244 5.882 -0.54 -0.42 0.13
O 0.146 7.100 7.133 0.07 -0.16 0.23
O -0.572 4.711 7.401 -0.54 -0.74 0.70
Cs 1.257 -0.700 -1.472 -8.19 -9.74 3.06
C -4.673 1.789 -5.247 0.50 0.02 0.06
C -5.086 0.387 -4.846 0.19 0.97 -0.73
C -6.497 0.297 -4.347 -0.62 0.11 -0.32
O -6.434 -0.802 -3.441 0.60 -0.16 0.41
C -5.157 -0.856 -2.980 0.22 -0.17 0.28
O -4.808 -1.522 -2.044 -0.14 0.28 -0.44
O -4.334 -0.058 -3.715 -0.54 -0.78 0.67
H -4.559 2.431 -4.370 -0.20 -0.10 -0.02
H -3.702 1.769 -5.747 -0.11 0.01 -0.03
H -5.400 2.239 -5.926 0.01 -0.11 0.03
H -4.907 -0.310 -5.671 -0.07 -0.04 0.13
H -7.210 0.099 -5.149 0.02 -0.15 0.18
H -6.823 1.184 -3.796 0.15 0.01 -0.06
C -5.619 1.760 6.264 -0.04 0.09 0.06
C -4.947 0.934 7.162 0.10 0.00 0.07
C -3.692 1.298 7.641 0.18 -0.60 -0.96
C -3.110 2.497 7.228 0.91 -1.89 -2.73
C -3.783 3.326 6.332 0.28 -0.14 -0.81
C -5.035 2.956 5.848 0.10 -0.19 0.24
H -6.595 1.474 5.889 0.04 0.01 0.04
H -5.402 0.004 7.488 0.02 0.05 -0.01
H -3.165 0.650 8.336 -0.04 0.03 -0.03
H -2.131 2.786 7.605 0.23 0.21 -0.43
H -3.330 4.263 6.012 0.31 0.18 0.08
H -5.556 3.598 5.147 0.07 -0.01 0.05
C -6.714 -3.783 0.342 0.08 0.40 0.01
C -5.825 -4.926 0.797 -0.23 -0.09 0.00
N -4.696 -4.538 1.749 0.84 0.37 -0.44
C -3.639 -3.832 0.887 -0.42 -0.12 0.34
C -3.986 -5.787 2.278 -0.40 -0.10 -0.11
C -4.757 -6.662 3.246 -0.09 0.06 0.35
C -5.052 -3.510 2.837 -0.10 -0.50 0.00
C -6.108 -3.821 3.901 -0.38 0.61 0.02
O -7.434 -3.861 3.406 0.36 -0.35 0.29
C -8.073 -5.126 3.480 -0.22 0.02 -0.35
H -6.171 -3.060 -0.271 -0.03 -0.09 -0.07
H -7.524 -4.184 -0.272 0.16 -0.09 0.01
H -7.183 -3.244 1.164 0.01 -0.18 0.06
H -5.350 -5.372 -0.081 0.18 0.04 0.22
H -6.398 -5.723 1.260 0.00 0.13 0.21
H -3.324 -4.513 0.096 -0.07 0.09 0.11
H -2.792 -3.574 1.523 -0.11 -0.02 -0.06
H -4.078 -2.930 0.463 0.06 -0.11 -0.04
H -3.061 -5.454 2.743 0.02 0.14 -0.07
H -3.731 -6.381 1.395 -0.01 0.26 -0.01
H -4.783 -6.235 4.248 -0.08 -0.04 -0.13
H -4.237 -7.612 3.358 0.09 -0.02 -0.20
H -5.773 -6.888 2.920 0.06 0.04 0.02
H -5.348 -2.605 2.307 0.01 -0.09 -0.03
H -4.110 -3.303 3.350 -0.03 -0.05 -0.06
H -6.084 -2.955 4.575 0.25 0.05 -0.16
H -5.871 -4.663 4.546 -0.06 -0.20 -0.24
H -7.730 -5.728 4.325 0.01 0.10 0.05
H -7.908 -5.676 2.552 -0.02 -0.22 0.02
H -9.147 -4.966 3.563 0.08 0.10 0.11
Cs -3.990 3.608 9.208 -1.18 3.09 4.01

[3]
134
Properties=species:S:1:pos:R:3:forces:R:3 method="wB97M-V/def2-TZVPD" gap_ev=7.51 charge=-1 e_tot_ev=-110862.6502
C -1.943 -5.634 0.781 0.22 0.48 0.35
C -1.688 -4.259 0.157 0.26 -1.38 0.15
N -0.278 -4.119 -0.230 0.11 2.22 -0.97
Nb 0.536 -2.236 -0.494 -0.48 -2.62 0.29
C 0.549 -2.642 -2.728 0.31 -0.11 0.87
C 1.930 -2.744 -3.375 -0.34 -0.05 -0.21
C 2.510 -4.129 -3.349 0.14 0.00 0.09
F 2.298 -4.813 -2.204 0.07 0.09 -0.28
F 3.861 -4.096 -3.537 -0.29 -0.15 -0.01
F 2.005 -4.901 -4.348 0.12 0.03 0.19
C 1.580 -0.318 -1.111 0.21 -0.61 -0.85
O 1.232 0.117 -2.429 -0.14 0.21 0.22
C 1.816 1.354 -2.763 -0.23 -0.01 -0.15
C 1.195 2.536 -2.013 0.23 -0.19 -0.13
O 2.179 3.417 -1.488 -0.26 0.00 0.08
C 2.338 3.388 -0.086 0.36 0.20 0.12
C 3.571 2.648 0.393 -0.34 0.01 0.06
O 4.789 3.279 0.061 -0.06 0.01 -0.01
C 5.290 2.963 -1.221 0.38 -0.16 -0.11
C 5.755 1.524 -1.372 0.01 0.18 -0.39
N 0.570 -1.672 1.629 1.48 -0.22 0.33
C 0.441 -2.734 2.515 -0.07 0.16 -0.24
O 1.241 -3.487 2.960 0.01 0.06 0.26
F -0.847 -2.800 2.907 -0.40 -0.40 0.06
C 1.685 -0.902 2.015 -0.85 0.71 0.08
O 1.604 0.201 2.459 0.28 -0.04 -0.14
F 2.876 -1.459 1.855 0.24 -0.27 -0.03
P -1.749 -0.956 -0.671 -0.14 1.18 -0.65
O -2.674 -1.549 -1.676 -0.24 -0.33 0.06
O -2.514 -0.794 0.777 -0.04 0.24 -0.34
O -1.501 0.632 -1.099 -0.22 -0.30 0.59
H -1.425 -5.697 1.733 0.14 -0.08 0.16
H -3.003 -5.759 0.982 -0.20 -0.18 -0.11
H -1.559 -6.424 0.147 -0.12 -0.22 -0.21
H -1.960 -3.521 0.902 -0.11 0.43 -0.15
H -2.308 -4.178 -0.732 -0.22 0.42 -0.07
H -0.048 -4.763 -0.978 0.08 -0.40 0.22
H 2.216 -2.909 -0.326 -0.03 0.57 0.03
H -0.008 -1.852 -3.216 -0.09 0.34 0.07
H -0.015 -3.553 -2.914 -0.09 -0.21 -0.09
H 1.855 -2.502 -4.432 0.16 0.09 -0.24
H 2.643 -2.057 -2.940 0.18 0.09 0.17
H 2.664 -0.496 -1.117 0.19 0.02 0.17
H 1.412 0.472 -0.370 -0.24 0.08 0.16
H 2.894 1.324 -2.590 0.21 0.08 0.14
H 1.653 1.489 -3.829 0.02 -0.09 -0.23
H 0.565 3.103 -2.691 -0.08 0.21 -0.15
H 0.544 2.134 -1.243 -0.08 0.03 0.24
H 1.476 2.954 0.421 -0.24 -0.16 -0.09
H 2.416 4.420 0.252 0.04 0.22 0.02
H 3.518 2.629 1.478 0.06 -0.02 0.26
H 3.530 1.610 0.065 0.15 -0.16 -0.16
H 4.584 3.205 -2.012 -0.29 0.07 -0.01
H 6.151 3.608 -1.364 0.14 0.23 0.11
H 6.346 1.194 -0.526 0.02 -0.06 0.24
H 6.385 1.478 -2.256 0.16 -0.06 -0.15
H 4.938 0.838 -1.558 -0.22 -0.24 0.21
H -3.428 -0.554 0.555 -0.14 -0.19 0.23
H -2.274 1.124 -0.790 0.08 0.26 -0.10
C -4.472 2.260 -4.212 0.06 0.11 -0.22
C -3.504 1.097 -4.265 -0.18 0.03 0.42
O -3.064 0.844 -5.614 0.00 -0.01 -0.03
C -2.108 1.645 -6.060 -0.04 -0.12 0.04
O -1.576 2.540 -5.457 0.03 0.10 0.01
O -1.819 1.286 -7.317 0.02 0.00 -0.06
C -0.819 2.093 -7.937 0.07 -0.01 -0.11
H -5.304 2.097 -4.899 -0.04 -0.05 0.06
H -4.867 2.371 -3.202 0.00 -0.03 0.02
H -3.981 3.191 -4.496 0.04 0.00 0.06
H -3.991 0.181 -3.939 0.09 -0.11 -0.13
H -2.645 1.256 -3.616 0.09 0.01 -0.09
H 0.076 2.145 -7.321 -0.02 0.04 0.05
H -1.199 3.097 -8.120 0.03 0.03 0.07
H -0.585 1.613 -8.883 -0.06 -0.05 0.00
C -1.707 -1.811 6.343 -0.23 -0.15 -0.09
C -2.182 -0.472 5.821 0.41 0.05 0.15
O -3.379 -0.586 5.031 0.17 -0.19 0.10
C -4.515 -0.685 5.709 -0.11 -0.18 0.09
O -4.644 -0.663 6.906 0.02 0.01 0.05
O -5.511 -0.790 4.825 -0.14 -0.55 0.51
C -6.806 -0.938 5.406 -0.20 -0.04 -0.02
H -1.589 -2.517 5.521 0.09 0.04 -0.03
H -0.745 -1.692 6.842 0.02 0.02 -0.01
H -2.414 -2.237 7.055 -0.01 0.09 0.04
H -1.443 -0.048 5.144 -0.08 -0.02 -0.13
H -2.345 0.239 6.631 -0.14 -0.03 0.03
H -7.001 -0.148 6.128 0.04 0.00 0.02
H -6.896 -1.910 5.888 0.04 0.01 0.07
H -7.514 -0.869 4.586 0.07 0.04 -0.05
C 6.789 -4.751 -4.032 0.24 -0.20 0.11
C 7.190 -3.384 -3.526 -0.30 0.06 -0.28
O 7.991 -3.471 -2.333 0.02 0.03 0.02
C 9.272 -3.752 -2.522 -0.08 0.04 0.04
O 9.827 -3.910 -3.579 0.06 -0.03 -0.06
O 9.861 -3.823 -1.325 0.04 -0.01 0.04
C 11.246 -4.161 -1.370 0.10 0.00 0.09
H 6.293 -5.315 -3.244 -0.11 0.06 -0.02
H 6.104 -4.653 -4.873 -0.04 0.03 0.01
H 7.660 -5.320 -4.356 0.03 0.07 -0.05
H 6.310 -2.814 -3.238 0.03 -0.01 0.16
H 7.726 -2.816 -4.286 0.12 -0.05 0.03
H 11.788 -3.497 -2.039 -0.02 -0.02 -0.06
H 11.374 -5.194 -1.691 0.01 0.01 -0.08
H 11.619 -4.046 -0.356 -0.07 0.01 0.04
C -9.261 0.343 0.522 0.14 -0.11 0.09
C -8.925 1.721 1.051 -0.23 0.03 -0.22
O -8.139 1.652 2.249 -0.10 0.03 0.02
C -6.838 1.420 2.056 0.15 0.01 0.14
O -6.295 1.296 0.989 -0.02 -0.03 -0.10
O -6.246 1.355 3.244 -0.08 0.10 -0.15
C -4.844 1.064 3.177 0.46 0.29 -0.25
H -9.737 -0.256 1.299 -0.08 0.03 -0.01
H -9.939 0.420 -0.328 -0.02 0.02 0.00
H -8.361 -0.178 0.198 0.02 0.05 -0.04
H -9.831 2.252 1.338 0.03 0.00 0.12
H -8.407 2.319 0.303 0.10 -0.04 0.02
H -4.335 1.755 2.510 -0.10 0.09 -0.10
H -4.690 0.040 2.842 0.07 0.19 -0.03
H -4.450 1.172 4.182 -0.18 0.21 -0.32
C 1.017 3.241 3.398 -0.01 0.16 -0.07
C 0.187 3.527 4.627 0.03 -0.36 -0.06
O 0.323 4.893 5.071 0.00 -0.01 0.06
C -0.404 5.782 4.408 0.04 -0.02 0.05
O -1.181 5.557 3.517 -0.05 0.00 -0.06
O -0.137 6.993 4.909 0.00 0.05 0.02
C -0.822 8.060 4.254 -0.02 0.14 0.02
H 2.059 3.517 3.570 0.02 -0.07 0.05
H 0.972 2.179 3.151 0.00 0.15 0.03
H 0.656 3.815 2.545 -0.07 -0.02 0.01
H 0.532 2.926 5.467 0.04 0.11 0.08
H -0.865 3.301 4.460 -0.03 0.11 -0.05
H -1.892 7.871 4.216 -0.01 -0.05 -0.05
H -0.436 8.195 3.245 -0.05 -0.05 -0.04
H -0.626 8.952 4.842 0.06 -0.03 0.05